{
  "formula": "C3H3N3O",
  "method": "wB97M-V/def2-TZVPD",
  "gap_ev": 10.47,
  "homo_ev": -10.51,
  "de_lowest_kcal_mol": 51.86,
  "multiplicity": 1,
  "lumo_energy_ha": -0.001,
  "smiles": "[H]/N=C(/C#N)C(N)=O",
  "species": ["O", "N", "N", "N", "C", "C", "C", "H", "H", "H"],
  "xyz": [[-0.7222, -1.4693, 0.0413], [0.9481, 0.0538, 0.4622], [-1.8965, 3.2727, -1.1078], [-2.4630, 0.2692, -0.4538], [-0.1734, -0.4085, -0.0757], [-1.3110, 0.7921, -0.5102], [-1.6264, 2.1882, -0.8291], [-2.4769, -0.7505, -0.1276], [1.5239, -0.4515, 1.0565], [1.2938, 1.0693, 0.2778]]
}